No. 1
One molecule with the formula C2H3NOS at a distorted geometry, computed with ωB97M-V with the def2-TZVPD basis set.

Cartesian coordinates (Å):
C -0.1476 0.9559 -1.4794
N 0.4944 -0.0932 -0.8204
O 0.4921 0.0483 0.6450
C -0.0484 -1.0341 1.3872
S -0.4021 -0.6829 3.0030
H 0.2248 0.9445 -2.5778
H -0.6037 1.9237 -1.4049
H -0.0095 -2.0623 1.2473

Calculated values
E_tot	-606.0197	Eh
lowest unoccupied orbital energy	-0.47	eV
largest force on an atom	6.6	eV/A
SMILES	C=NOC=S

No. 2
One molecule with the formula C2H3NOS at a distorted geometry, computed with ωB97M-V with the def2-TZVPD basis set.

Cartesian coordinates (Å):
C -0.0501 -0.0674 -1.2226
N -0.7570 -0.9620 -0.7153
O -0.8914 -0.7189 0.6528
C 0.1488 0.1635 0.9803
S 0.2572 1.3927 -0.3470
H 0.2504 -0.1392 -2.2550
H 1.0508 -0.3660 0.9452
H -0.0087 0.6973 1.9616

Calculated values
E_tot	-606.1026	Eh
lowest unoccupied orbital energy	0.57	eV
largest force on an atom	3.2	eV/A
SMILES	C1=NOCS1

No. 3
C2H3NOS as an isolated structure at a distorted geometry, computed with ωB97M-V with the def2-TZVPD basis set.

Cartesian coordinates (Å):
C 1.4726 -0.4021 -1.3776
C 0.2500 0.5627 -0.1392
N 0.5226 -0.7707 -0.5075
O 1.2479 1.1618 -0.8790
S 2.6252 -0.9995 -2.2630
H -0.9074 0.7078 -0.4213
H 0.3002 0.6993 0.9013
H -0.0363 -1.6152 -0.5403

Calculated values
E_tot	-605.9767	Eh
lowest unoccupied orbital energy (spin up / spin down)	0.76 / -3.04	eV
largest force on an atom	4.9	eV/A
2S+1	3

No. 4
One molecule with the formula C2H3NOS2 at a distorted geometry, computed with ωB97M-V with the def2-TZVPD basis set.

Cartesian coordinates (Å):
S 0.2336 0.8810 1.5282
C 0.0826 0.5370 -0.2635
O -0.9444 -0.2583 -0.4100
C -0.5662 -1.5231 -0.5059
N 0.5558 -1.8234 -0.9299
S 1.4440 -0.2334 -1.1293
H 1.4563 1.1165 1.4993
H -0.0422 1.5634 -0.6903
H -1.0665 -2.3974 -0.2371

Calculated values
E_tot	-1004.3084	Eh
lowest unoccupied orbital energy	0.55	eV
largest force on an atom	5.1	eV/A
SMILES	S[C@@H]1OC=NS1

No. 5
One molecule with the formula C2H3NOS2 at a distorted geometry, computed with ωB97M-V with the def2-TZVPD basis set.

Cartesian coordinates (Å):
O 1.9978 -1.9808 -0.3137
C 0.9577 -1.3798 -0.4115
N 0.5118 -0.4906 0.5220
S -1.1470 -0.0348 0.7462
C -1.1788 1.5595 0.0073
S -2.3756 2.5202 -0.0741
H 0.2782 -1.5095 -1.3098
H 1.1670 -0.3600 1.3085
H -0.2111 1.6758 -0.4749

Calculated values
E_tot	-1004.3477	Eh
lowest unoccupied orbital energy	-0.50	eV
largest force on an atom	3.7	eV/A
SMILES	O=CNSC=S

No. 6
One molecule with the formula C2H3NOS2 at a distorted geometry, computed with ωB97M-V with the def2-TZVPD basis set.

Cartesian coordinates (Å):
N -1.0927 1.0468 0.0292
C -0.5655 -0.1888 -0.0296
S -1.3119 -1.6356 -0.0375
C 1.0092 0.0439 -0.0511
O 1.4461 1.1958 -0.0957
S 2.0737 -1.3118 0.0355
H -2.1099 1.2345 0.1979
H -0.5199 1.8417 0.1338
H 1.0708 -2.2264 -0.1825

Calculated values
E_tot	-1004.3807	Eh
lowest unoccupied orbital energy	-0.67	eV
largest force on an atom	3.1	eV/A
SMILES	NC(=S)C(=O)S

No. 7
One molecule with the formula C2H3NOS2 at a distorted geometry, computed with ωB97M-V with the def2-TZVPD basis set.

Cartesian coordinates (Å):
S -2.0766 -0.9718 -0.0868
C -1.8693 0.6793 0.1250
N -0.6521 1.3209 0.1854
O 0.4246 0.6104 -0.4859
C 1.0812 -0.1297 0.5323
S 2.6360 -0.3352 -0.0672
H -2.6568 1.3925 0.3211
H -0.8842 2.2273 -0.6302
H 0.4879 -0.1342 1.4180

Calculated values
E_tot	-1004.2201	Eh
lowest unoccupied orbital energy	-0.51	eV
largest force on an atom	6.1	eV/A
SMILES	S=CNOC=S

No. 8
A 2-piece molecular cluster, C2H3NOS3 overall at a distorted geometry, computed with ωB97M-V with the def2-TZVPD basis set.

Cartesian coordinates (Å):
S -0.4999 0.6663 4.8358
C -0.2667 -0.6169 3.9013
C -1.1368 -1.7959 3.6904
N -0.7109 -2.6617 2.9223
O 0.5070 -2.4611 2.4788
S 1.1194 -1.0189 2.8863
H -2.1410 -1.7880 4.0946
S 0.5318 -0.8756 -0.3966
H 1.2401 -0.1925 0.5797
H 1.0775 -0.2139 -1.5529

Calculated values
E_tot	-1402.4548	Eh
lowest unoccupied orbital energy	-0.94	eV
largest force on an atom	3.7	eV/A
SMILES	S=c1cnos1.S

No. 9
One molecule with the formula C2H3NOS3 at a distorted geometry, computed with ωB97M-V with the def2-TZVPD basis set.

Cartesian coordinates (Å):
C 0.1550 0.1760 0.2432
C 1.6907 0.0842 -0.0924
N -0.5223 -0.7856 0.6891
O -2.2063 -1.5940 -0.8064
S -0.4727 1.7219 -0.2295
S -2.6935 1.2300 0.1722
S -2.1807 -0.9221 0.4799
H 1.9439 -0.9845 -0.0133
H 2.3035 0.5887 0.5797
H 1.9823 0.4854 -1.0223

Calculated values
E_tot	-1402.5188	Eh
lowest unoccupied orbital energy	-1.04	eV
largest force on an atom	3.0	eV/A

No. 10
One molecule with the formula C2H3NS2 at a distorted geometry, computed with ωB97M-V with the def2-TZVPD basis set.

Cartesian coordinates (Å):
S -1.1220 0.8040 2.4587
C -0.4495 0.5108 0.9256
N -0.3769 -0.5109 0.0726
C 0.4973 -0.2818 -1.0912
S 1.0190 0.9222 -1.9206
H 0.0373 1.3588 0.6396
H -0.5772 -1.5661 0.4149
H 0.9720 -1.2371 -1.4997

Calculated values
E_tot	-929.0691	Eh
lowest unoccupied orbital energy	-0.82	eV
largest force on an atom	5.3	eV/A
SMILES	S=CNC=S

No. 11
A 2-piece molecular cluster, C2H3O2 overall at a distorted geometry, computed with ωB97M-V with the def2-TZVPD basis set.

Cartesian coordinates (Å):
C -0.3440 -0.6091 0.3602
C 0.2113 0.6868 0.0876
O 1.4947 0.3391 0.4052
O 0.7464 -0.4293 -0.5608
H -0.1943 -1.0260 1.2568
H -1.3064 -0.8533 -0.2504
H -0.6076 1.8919 -1.2987

Calculated values
E_tot	-227.7972	Eh
lowest unoccupied orbital energy (spin up / spin down)	-8.02 / -7.56	eV
largest force on an atom	6.4	eV/A
net charge	+1

No. 12
An isolated ion of composition C2H3O2 and charge +1 at a distorted geometry, computed with ωB97M-V with the def2-TZVPD basis set.

Cartesian coordinates (Å):
C -0.1616 -0.6790 0.2863
C 0.2094 0.7266 0.0051
O 0.7900 0.3945 -1.2146
O -0.5552 0.0545 -0.9181
H 0.7167 -1.3854 0.3654
H -0.9607 -0.8098 1.0829
H -0.0384 1.6985 0.3930

Calculated values
E_tot	-227.9415	Eh
lowest unoccupied orbital energy	-5.53	eV
largest force on an atom	4.7	eV/A
net charge	+1

> Number 12 is which compound?

C2H3O2

> What is the E_tot in the first record?

-606.0197 Eh